Entry 1:
This record from OMol25 describes C33H51AgN7OSSi3 as an isolated structure. The level of theory is ωB97M-V/def2-TZVPD.

Properties
charge	-1
ΔE to the lowest compared entry with this formula, charge and spin	0.2488	eV
energy	-3160.4618	a.u.
highest occupied orbital energy	-4.00	eV

Positions of all 97 atoms, in Å:
Ag1 0.0440 -0.3812 -0.0242
N1 -3.6238 -0.5253 3.0674
C1 -2.8196 -0.2806 1.9751
S1 -2.3859 -1.5979 0.9942
N2 -2.5557 1.0154 1.8257
N3 -1.7254 1.2961 0.8081
C2 -1.6386 2.5301 0.4477
C3 -2.4398 3.6199 1.0736
C4 -3.4113 4.2908 0.3383
C5 -4.1615 5.3080 0.9131
C6 -3.9414 5.6685 2.2340
C7 -2.9723 5.0034 2.9752
C8 -2.2304 3.9839 2.4010
C9 -0.6873 2.8737 -0.6325
C10 -0.3975 4.2114 -0.9242
C11 0.4780 4.5087 -1.9504
C12 1.0459 3.4708 -2.6726
C13 0.7239 2.1744 -2.3029
N4 -0.1067 1.8732 -1.3112
H1 -3.6021 -1.4765 3.3946
H2 -3.6110 0.2011 3.7674
H3 -3.5808 4.0083 -0.6946
H4 -4.9187 5.8171 0.3294
H5 -4.5246 6.4614 2.6860
H6 -2.7992 5.2775 4.0087
H7 -1.4857 3.4512 2.9773
H8 -0.8511 4.9982 -0.3391
H9 0.7171 5.5402 -2.1796
H10 1.7355 3.6498 -3.4860
H11 1.1646 1.3305 -2.8183
C14 2.8787 -3.3024 -0.3445
Si1 2.1661 -2.5799 1.2545
C15 0.5834 -3.5828 1.4559
C16 3.2931 -3.1938 2.6559
C17 1.9927 -0.7437 1.2166
Si2 1.7134 0.0820 2.8357
C18 1.1059 1.8714 2.7480
C19 3.2831 0.2347 3.9016
C20 0.4500 -0.8162 3.9114
Si3 3.2758 0.0531 0.2090
C21 3.3158 1.9440 0.2421
C22 5.0733 -0.4135 0.6178
C23 3.1327 -0.3173 -1.6744
C24 4.1711 0.0041 -2.5572
C25 4.0371 -0.2430 -3.9117
C26 2.8594 -0.8167 -4.3688
C27 1.8710 -1.1012 -3.4395
N5 1.9976 -0.8556 -2.1389
H12 2.9482 -4.3899 -0.2469
H13 3.8667 -2.9268 -0.6163
H14 2.2015 -3.0753 -1.1692
H15 0.8451 -4.6416 1.5540
H16 -0.0617 -3.4649 0.5828
H17 -0.0147 -3.2944 2.3188
H18 3.4099 -4.2804 2.6102
H19 2.8552 -2.9497 3.6272
H20 4.2857 -2.7400 2.6178
H21 1.9271 2.5831 2.6559
H22 0.5621 2.1136 3.6665
H23 0.4319 2.0202 1.9071
H24 4.0472 0.8130 3.3745
H25 3.7163 -0.7374 4.1427
H26 3.0668 0.7544 4.8396
H27 -0.5579 -0.6340 3.5304
H28 0.5013 -0.4545 4.9424
H29 0.6072 -1.8937 3.9255
H30 3.6334 2.3259 1.2136
H31 2.3393 2.3736 0.0115
H32 4.0304 2.2987 -0.5066
H33 5.2861 -0.1395 1.6542
H34 5.7877 0.1190 -0.0156
H35 5.2653 -1.4826 0.5184
H36 5.0817 0.4475 -2.1739
H37 4.8360 0.0042 -4.6016
H38 2.7055 -1.0351 -5.4181
H39 0.9207 -1.5316 -3.7363
C28 -3.1096 0.2059 -2.0726
N6 -3.2919 -1.2125 -2.2924
C29 -4.6682 -1.6605 -2.3434
C30 -4.7771 -3.1507 -2.0970
C31 -3.7366 -3.8564 -2.9439
N7 -2.4309 -3.3675 -2.5701
C32 -1.2971 -4.2517 -2.7037
C33 -2.2035 -2.0346 -2.3032
O1 -1.0666 -1.6330 -2.0753
H40 -3.5630 0.5001 -1.1234
H41 -3.5740 0.7690 -2.8903
H42 -2.0498 0.4348 -2.0270
H43 -5.1092 -1.4038 -3.3178
H44 -5.2264 -1.1100 -1.5805
H45 -5.7834 -3.4966 -2.3384
H46 -4.5758 -3.3623 -1.0450
H47 -3.9407 -3.6956 -4.0141
H48 -3.7556 -4.9344 -2.7697
H49 -1.5137 -5.2026 -2.2115
H50 -0.4349 -3.7925 -2.2280
H51 -1.0547 -4.4522 -3.7550

=====

Entry 2:
This record from OMol25 describes a 2-piece molecular cluster, C3H7NOS2 overall in a non-equilibrium geometry. The level of theory is ωB97M-V/def2-TZVPD.

Properties
charge	0
ΔE to the lowest compared entry with this formula, charge and spin	4.0111	eV
energy	-1044.7550	a.u.
highest occupied orbital energy (spin up / spin down)	-7.37 / -7.37	eV

Positions of all 14 atoms, in Å:
C1 0.4373 -0.3392 -0.3752
C2 -0.7838 -1.2120 -0.5882
C3 -1.1818 0.9265 0.6773
N1 -0.0844 0.9627 -0.0592
O1 -3.2791 -0.5395 0.1323
S1 0.6589 -0.5404 2.9396
S2 -1.9707 -0.6952 0.7640
H1 0.9839 -0.7057 0.5196
H2 1.0965 -0.2929 -1.2432
H3 -1.2833 -1.0024 -1.5349
H4 -0.5717 -2.2721 -0.5032
H5 -1.5773 1.7947 1.1677
H6 0.5292 1.7665 -0.0604
H7 1.8166 0.0809 3.1275

=====

Entry 3:
This record from OMol25 describes C21H20ClN2O5PRh as an isolated structure in a non-equilibrium geometry. The level of theory is ωB97M-V/def2-TZVPD.

Properties
charge	+1
ΔE to the lowest compared entry with this formula, charge and spin	0.3928	eV
energy	-2209.9306	a.u.
highest occupied orbital energy	-12.00	eV

Positions of all 51 atoms, in Å:
Rh1 -0.2436 -0.5507 -0.3530
O1 1.2762 2.7676 1.7623
C1 1.0219 1.6728 1.0862
O2 -0.0520 1.4528 0.5523
C2 2.2196 0.7614 0.9999
O3 1.9373 -0.4392 0.2938
C3 2.0853 -1.5965 1.1470
C4 0.8773 -1.7008 2.0781
O4 0.9798 -2.3562 3.0832
O5 -0.1741 -1.0358 1.6506
H1 0.4951 3.3428 1.7825
H2 2.5683 0.5553 2.0128
H3 3.0029 1.3125 0.4770
H4 2.9880 -1.5634 1.7532
H5 2.0892 -2.4687 0.4974
N1 -1.8878 0.8029 -2.5148
P1 -0.2271 0.5273 -2.3880
C5 0.2689 0.0849 -4.0487
C6 -0.2221 0.7928 -5.1458
C7 0.2144 0.4614 -6.4158
C8 1.1458 -0.5566 -6.5923
C9 1.6600 -1.2346 -5.4982
C10 1.2231 -0.9141 -4.2202
C11 0.5573 2.1435 -2.1754
C12 1.9340 2.1447 -1.9464
C13 2.6042 3.3459 -1.7808
C14 1.8989 4.5436 -1.8291
C15 0.5286 4.5396 -2.0397
C16 -0.1475 3.3383 -2.2200
C17 -2.6984 0.6356 -1.4143
C18 -4.0181 1.0737 -1.3766
C19 -4.7544 0.8673 -0.2302
C20 -4.1747 0.2345 0.8684
C21 -2.8697 -0.1766 0.7734
N2 -2.1575 0.0163 -0.3524
H6 -2.3353 0.9115 -3.4117
H7 -0.9180 1.6155 -5.0220
H8 -0.1692 0.9996 -7.2721
H9 1.4757 -0.8139 -7.5899
H10 2.3911 -2.0193 -5.6366
H11 1.6152 -1.4415 -3.3584
H12 2.4712 1.2020 -1.8956
H13 3.6749 3.3551 -1.6209
H14 2.4236 5.4821 -1.7073
H15 -0.0173 5.4736 -2.0659
H16 -1.2169 3.3345 -2.3906
H17 -4.4410 1.5796 -2.2333
H18 -5.7817 1.2031 -0.1839
H19 -4.7276 0.0653 1.7799
H20 -2.3447 -0.6601 1.5880
Cl1 -0.1039 -2.6168 -1.1603

=====

Entry 4:
This record from OMol25 describes C35H48Cl2GeN3O10S3V as an isolated structure. The level of theory is ωB97M-V/def2-TZVPD.

Properties
charge	-2
ΔE to the lowest compared entry with this formula, charge and spin	0.0000	eV
<S²>	2.160
energy	-7415.2694	a.u.
multiplicity	3
highest occupied orbital energy (spin up / spin down)	0.38 / -2.74	eV

Positions of all 103 atoms, in Å:
V1 -0.4366 0.1077 0.1994
C1 3.9015 1.0541 0.2154
C2 2.8459 0.0281 -0.2040
C3 2.5414 0.2339 -1.6815
C4 3.3881 -1.3668 0.0671
O1 1.6321 0.1830 0.5899
Ge1 1.6082 1.3464 2.1597
O2 0.1363 0.2837 2.5570
C5 -0.4950 0.1612 3.8230
C6 -1.9072 0.7403 3.7280
C7 0.2710 0.9278 4.9044
C8 -0.5388 -1.3187 4.1862
O3 0.3916 2.3936 1.2081
C9 0.4641 3.7871 0.9406
C10 -0.9688 4.3207 0.9356
C11 1.2545 4.5088 2.0364
C12 1.1337 4.0308 -0.4096
H1 4.7725 0.9266 -0.4312
H2 3.5398 2.0769 0.0922
H3 4.2217 0.9179 1.2492
H4 3.3655 -0.1540 -2.2859
H5 1.6371 -0.2841 -1.9859
H6 2.4096 1.2925 -1.9152
H7 4.3475 -1.5038 -0.4388
H8 3.5366 -1.5030 1.1420
H9 2.6966 -2.1374 -0.2733
H10 -1.8680 1.7143 3.2367
H11 -2.5603 0.0928 3.1468
H12 -2.3464 0.8594 4.7229
H13 0.3033 1.9977 4.6807
H14 -0.2279 0.7953 5.8676
H15 1.2972 0.5668 4.9937
H16 -0.9549 -1.8911 3.3599
H17 0.4693 -1.6925 4.3777
H18 -1.1528 -1.4856 5.0763
H19 -1.4749 3.9924 1.8466
H20 -0.9727 5.4147 0.9064
H21 -1.5228 3.9480 0.0770
H22 0.8011 4.3302 3.0155
H23 2.2911 4.1667 2.0746
H24 1.2567 5.5852 1.8477
H25 0.6326 3.4790 -1.2020
H26 1.1107 5.0941 -0.6656
H27 2.1776 3.7114 -0.3787
O4 -1.9812 3.2930 -2.2486
S1 -1.4674 1.9454 -2.1828
O5 -0.2356 1.6966 -2.8764
O6 -1.4310 1.5175 -0.7373
C13 -2.7352 0.8767 -2.8554
C14 -3.8718 1.5230 -3.3329
C15 -4.9340 0.8045 -3.8528
C16 -4.8664 -0.5801 -3.8918
C17 -3.7434 -1.2248 -3.4064
C18 -2.6652 -0.5143 -2.8809
S2 -1.3546 -1.6288 -2.3177
O7 -0.7739 -2.1678 -3.5152
O8 -2.0623 -2.5410 -1.4571
O9 -0.3610 -0.7757 -1.5893
H28 -3.9005 2.6021 -3.2815
H29 -5.8105 1.3251 -4.2186
H30 -5.6881 -1.1612 -4.2922
H31 -3.6897 -2.3055 -3.4155
C19 0.2044 -7.8884 -4.2835
C20 -0.2099 -7.2987 -2.9404
C21 -0.3633 -5.7828 -2.9805
N1 0.8811 -5.1117 -3.2940
C22 1.5125 -4.2584 -2.4667
S3 1.0785 -4.0428 -0.8521
N2 2.5679 -3.5870 -3.0046
C23 3.2420 -3.7839 -4.2613
O10 3.5634 -2.7487 -4.8820
C24 3.5753 -5.1162 -4.6551
C25 4.0288 -5.3455 -5.9918
C26 4.3913 -6.5988 -6.4207
C27 4.3627 -7.7080 -5.5569
C28 3.9703 -7.4896 -4.2275
C29 3.5834 -6.2476 -3.7800
H32 0.2806 -8.9776 -4.2366
H33 1.1807 -7.5109 -4.5926
H34 -0.5235 -7.6368 -5.0610
H35 0.5370 -7.5442 -2.1800
H36 -1.1604 -7.7340 -2.6133
H37 -0.7077 -5.3949 -2.0234
H38 -1.1017 -5.4989 -3.7386
H39 1.1241 -5.0039 -4.2695
H40 2.7042 -2.6571 -2.6360
H41 4.0663 -4.4949 -6.6608
H42 4.7085 -6.7303 -7.4515
H43 4.6559 -8.6929 -5.8990
H44 3.9698 -8.3190 -3.5258
H45 3.3080 -6.1230 -2.7404
Cl1 -4.0919 0.8189 0.7047
C30 -4.0103 -0.8477 1.1606
C31 -5.1822 -1.4793 1.5379
C32 -5.1519 -2.8136 1.9061
C33 -3.9512 -3.5045 1.8898
C34 -2.7796 -2.8697 1.5119
Cl2 -1.3413 -3.8134 1.4729
C35 -2.7684 -1.5127 1.1394
N3 -1.6364 -0.8566 0.7718
H46 -6.1048 -0.9155 1.5327
H47 -6.0645 -3.3185 2.1962
H48 -3.9048 -4.5507 2.1590